Below is one molecule with the formula C18H15BrN6OS in a non-equilibrium geometry, with properties calculated with ωB97M-V/def2-TZVPD.

Positions of all 42 atoms, in Å:
C  4.93  3.86  -0.47
C  4.53  2.50  -0.15
C  3.13  2.24  0.77
C  2.72  1.03  1.03
C  3.51  -0.19  0.44
N  3.05  -1.33  0.98
N  3.80  -2.18  1.49
N  3.05  -3.44  1.61
N  1.66  -2.90  1.36
C  1.67  -1.56  1.02
S  0.32  -0.92  0.33
C  -0.93  -2.34  0.71
C  -2.04  -2.13  -0.11
N  -2.41  -2.37  -1.29
N  -3.47  -1.67  -1.72
C  -3.99  -1.08  -0.47
C  -5.25  -0.41  -0.57
C  -6.00  -0.45  -1.58
C  -7.30  0.35  -1.79
C  -7.72  0.97  -0.26
C  -6.81  1.12  0.71
C  -5.70  0.44  0.79
Br  -4.46  0.64  2.11
O  -3.07  -1.24  0.27
C  4.71  0.06  -0.18
C  5.40  -1.18  -0.58
C  5.24  1.45  -0.54
H  4.87  4.04  -1.54
H  5.95  3.96  0.04
H  4.07  4.71  0.02
H  2.64  3.26  0.79
H  1.83  1.04  1.48
H  -1.04  -2.41  1.67
H  -0.39  -3.31  0.14
H  -5.76  -1.24  -2.42
H  -7.92  0.28  -2.42
H  -8.68  1.40  -0.29
H  -7.05  1.55  1.60
H  6.25  -0.64  -1.25
H  4.81  -1.84  -1.22
H  5.88  -1.58  0.55
H  5.96  1.51  -1.08

- Gap between HOMO and LUMO: 0.275 hartree
- SMILES: Cc1ccc(-n2nnnc2SCc2nnc(-c3ccccc3Br)o2)c(C)c1
- Total charge: 0

=====

Below is a 3-piece molecular cluster, C18H20O4S2 overall in a non-equilibrium geometry, with properties calculated with ωB97M-V/def2-TZVPD.

Positions of all 44 atoms, in Å:
C  -1.10  1.57  0.76
S  -2.25  0.19  0.42
O  -3.16  0.78  -0.62
C  -1.05  -0.92  -0.39
H  -0.74  1.81  -0.24
H  -0.33  1.36  1.51
H  -1.69  2.43  1.06
H  -0.32  -1.29  0.31
H  -0.60  -0.49  -1.29
H  -1.58  -1.76  -0.86
C  -4.87  5.91  -1.03
S  -5.63  4.91  0.29
O  -7.03  4.61  -0.15
C  -4.69  3.36  0.01
H  -3.79  5.87  -0.86
H  -5.21  6.94  -1.04
H  -5.01  5.30  -1.92
H  -3.62  3.36  -0.19
H  -5.11  2.81  -0.85
H  -4.98  2.63  0.77
C  1.46  -1.88  -3.36
C  1.86  -0.55  -3.16
C  2.31  -0.15  -1.91
C  2.40  -1.02  -0.82
C  1.94  -2.34  -1.05
C  1.57  -2.79  -2.33
C  1.89  -3.33  0.08
O  1.25  -4.35  -0.01
C  2.70  -2.98  1.28
C  3.01  -3.98  2.19
C  3.64  -3.68  3.39
C  4.05  -2.38  3.66
C  3.79  -1.39  2.72
C  3.09  -1.66  1.56
C  2.91  -0.62  0.49
O  3.29  0.52  0.68
H  1.17  -2.20  -4.35
H  1.73  0.17  -3.94
H  2.54  0.91  -1.80
H  1.13  -3.73  -2.61
H  2.64  -4.98  2.04
H  3.75  -4.52  4.06
H  4.50  -2.09  4.60
H  4.12  -0.38  2.92

- Gap between HOMO and LUMO: 0.267 hartree
- ΔE to the lowest compared entry with this formula, charge and spin: 0.000 eV
- Total charge: 0

=====

| no. | M (g/mol) | HOMO energy (eV) | energy (Ha) |
| --- | --- | --- | --- |
| 1 | 443.33 | -8.377 | -4070.2775 |
| 2 | 364.49 | -8.625 | -1795.1651 |